*P*
Formula: C5H14N2O
Source: the Open Molecules 2025 dataset
Level of theory: ωB97M-V/def2-TZVPD

LUMO energy (alpha / beta)   0.686 / 0.686 eV
Orbital gap (alpha / beta)   8.6 / 8.6 eV
HOMO (alpha / beta)   -0.29246 / -0.29250 Ha
M   118.18 g mol⁻¹

Geometry as ORCA input:
```
! RIJCOSX wB97M-V def2-TZVPD def2/J DEFGRID3
* xyz 0 1
H 2.301 2.049 1.361
C -0.408 0.783 1.507
C -1.561 1.057 0.642
H -1.188 -2.355 -2.246
C -0.731 -1.103 -0.561
C -1.196 -1.296 -1.998
H -2.447 0.455 0.819
H 2.249 0.294 1.648
H -1.703 2.092 0.354
H 3.142 0.932 0.249
H 0.093 1.636 1.937
H 1.453 1.076 0.010
H -0.368 -0.115 2.106
O 0.302 0.995 -0.975
H 1.219 -1.379 -0.991
N 0.527 -1.768 -0.357
H 0.871 -1.636 0.587
C 2.273 1.071 0.893
H -0.515 -0.767 -2.665
N -0.648 0.378 -0.322
H -1.466 -1.503 0.143
H -2.199 -0.896 -2.140
*
```

*Q*
Formula: C5H14N2O
Source: the Open Molecules 2025 dataset
Level of theory: ωB97M-V/def2-TZVPD

SMILES   NCCNCCCO
LUMO energy   0.999 eV
Orbital gap   9.7 eV
HOMO   -0.31890 Ha
M   118.18 g mol⁻¹

Geometry as ORCA input:
```
! RIJCOSX wB97M-V def2-TZVPD def2/J DEFGRID3
* xyz 0 1
C -0.126 1.022 -0.891
C 0.490 0.881 1.346
H -0.234 2.117 -0.880
H 1.336 0.666 2.070
H 0.583 -0.797 -1.995
H -1.174 0.713 -0.489
C -0.665 0.021 1.765
H -0.972 0.247 2.841
H 1.303 0.503 -3.873
O -1.334 -2.172 1.480
H 0.332 1.827 -3.471
C -0.194 -1.399 1.904
N 0.895 0.524 -0.020
H 0.544 -1.586 1.118
C 0.083 0.236 -2.287
H -0.952 -0.030 -2.773
N 0.911 1.119 -3.099
H -1.033 -3.188 1.328
H -1.465 -0.157 0.955
H 0.291 2.054 1.493
H 1.763 0.756 -0.306
H 0.181 -1.807 2.954
*
```

*R*
Formula: C5H14N2O
Source: the Open Molecules 2025 dataset
Level of theory: ωB97M-V/def2-TZVPD

SMILES   C=CCCNCN.O
LUMO energy   0.811 eV
Orbital gap   9.5 eV
HOMO   -0.31874 Ha
M   118.18 g mol⁻¹

Geometry as ORCA input:
```
! RIJCOSX wB97M-V def2-TZVPD def2/J DEFGRID3
* xyz 0 1
H 0.079 -1.122 1.576
C -0.921 -0.353 -0.210
C 1.503 1.972 0.243
H 1.618 -0.347 -0.906
H -2.432 -0.500 1.278
H 1.360 1.947 -0.832
H -3.027 -0.064 -0.396
H 2.356 -1.222 0.556
H 1.941 0.660 1.858
H -0.260 2.027 1.508
C -2.193 -0.365 0.220
O -1.798 -2.444 -2.666
H -1.299 -1.904 -2.026
C 1.596 -0.541 0.182
H 0.122 -2.103 0.136
H -0.472 2.600 0.083
N 0.258 2.488 0.775
N 2.006 0.716 0.854
H -0.735 -0.045 -1.238
H -2.223 -2.993 -2.003
H 2.350 2.622 0.519
C 0.171 -1.031 0.491
*
```

*S*
Formula: C5H14N2O
Source: the Open Molecules 2025 dataset
Level of theory: ωB97M-V/def2-TZVPD

SMILES   C=CC[C@H](N)CN.O
LUMO energy   0.957 eV
Orbital gap   9.7 eV
HOMO   -0.32006 Ha
M   118.18 g mol⁻¹

Geometry as ORCA input:
```
! RIJCOSX wB97M-V def2-TZVPD def2/J DEFGRID3
* xyz 0 1
H -2.970 -0.859 -1.163
C 2.588 0.006 -0.212
H 1.056 0.652 1.959
H 0.941 -0.462 -2.977
H -0.325 2.633 1.182
H 1.726 -1.763 0.575
H -1.848 2.103 1.240
H -0.263 0.939 -0.425
H -2.761 0.142 0.727
N -0.892 1.828 1.432
O 0.543 -1.197 -2.496
C -1.808 -0.214 0.336
N -2.063 -0.459 -1.084
H 1.153 -1.254 -1.746
H 3.544 -0.216 -0.676
H 2.557 1.101 -0.167
H -1.348 -0.921 -1.626
C 0.585 -0.061 1.284
C 1.658 -0.689 0.417
C -0.587 0.657 0.580
H 0.174 -0.815 1.955
H -1.659 -1.152 0.887
*
```

It is *S* that is the most stable of them.

*P*
Formula: C5H14N2O
Source: the Open Molecules 2025 dataset
Level of theory: ωB97M-V/def2-TZVPD

LUMO energy   0.143 eV
Orbital gap   8.1 eV
HOMO   -0.29340 Ha
M   118.18 g mol⁻¹

Geometry as ORCA input:
```
! RIJCOSX wB97M-V def2-TZVPD def2/J DEFGRID3
* xyz 0 1
H 0.996 -0.830 -3.044
C -0.026 2.209 -0.275
C 0.208 -1.804 0.366
H 0.239 -0.331 -1.760
C -1.059 0.198 0.383
H 1.711 -2.161 1.858
H -1.390 -1.472 -0.954
N 0.633 2.422 1.051
O 0.507 -1.146 -2.286
H 0.993 3.359 1.175
N -0.214 0.837 -0.597
H -1.854 -1.795 0.745
H 1.401 1.759 1.053
H 0.072 -1.728 2.502
H -1.017 2.699 -0.215
C -1.146 -1.288 0.081
H 0.797 -2.168 -0.472
H 0.923 -0.313 0.413
C 0.726 -1.782 1.629
H -0.635 0.304 1.397
H 0.629 2.663 -1.027
H -2.090 0.603 0.399
*
```

*Q*
Formula: C5H14N2O
Source: the Open Molecules 2025 dataset
Level of theory: ωB97M-V/def2-TZVPD

SMILES   CNCC[C@H](N)CO
LUMO energy   0.962 eV
Orbital gap   9.9 eV
HOMO   -0.32971 Ha
M   118.18 g mol⁻¹

Geometry as ORCA input:
```
! RIJCOSX wB97M-V def2-TZVPD def2/J DEFGRID3
* xyz 0 1
H 1.148 0.468 -1.506
H -1.336 -0.636 -1.390
H 1.548 -2.265 -2.463
N -1.468 0.562 1.390
H 0.061 -1.528 -2.826
H -2.708 1.888 2.688
H 0.364 1.073 0.293
H -0.978 2.057 2.890
H -1.385 1.538 -0.452
C 1.964 -1.134 -0.297
H 1.241 0.062 1.301
H -2.259 -0.021 1.218
H -0.574 -1.481 0.003
H 1.864 -2.173 -0.032
C -0.487 -0.591 -0.673
O 2.132 -0.295 0.886
H 2.982 -0.863 -0.811
C 0.893 -0.595 -1.230
C -0.787 0.755 0.058
N 1.010 -1.366 -2.497
C -1.701 1.821 2.071
H -1.524 2.724 1.381
*
```

*R*
Formula: C5H14N2O
Source: the Open Molecules 2025 dataset
Level of theory: ωB97M-V/def2-TZVPD

LUMO energy   0.766 eV
Orbital gap   8.7 eV
HOMO   -0.29029 Ha
M   118.18 g mol⁻¹

Geometry as ORCA input:
```
! RIJCOSX wB97M-V def2-TZVPD def2/J DEFGRID3
* xyz 0 1
H 2.198 -0.037 0.847
H 2.286 1.232 -0.328
C -0.127 0.664 -0.689
N -0.653 -0.520 0.526
H -1.766 -1.879 -0.654
H -1.494 0.749 1.984
H -0.002 -2.046 -0.757
H 0.457 -0.400 0.764
H 0.208 2.753 -0.815
H -0.822 -2.608 0.698
H 1.630 -0.668 -1.959
C -0.327 2.064 -0.163
H 3.174 -0.636 -1.449
H -1.865 -0.968 2.194
C -0.835 -1.848 -0.085
N 2.217 -0.760 -1.131
C 1.827 0.250 -0.148
H -2.672 -0.033 0.916
C -1.733 -0.174 1.458
O -0.351 0.366 -1.846
H -1.390 2.319 -0.218
H 0.040 2.176 0.856
*
```

*S*
Formula: C5H14N2O
Source: the Open Molecules 2025 dataset
Level of theory: ωB97M-V/def2-TZVPD

SMILES   CO[C@H](C)C(C)(N)N
LUMO energy   1.015 eV
Orbital gap   9.8 eV
HOMO   -0.32208 Ha
M   118.18 g mol⁻¹

Geometry as ORCA input:
```
! RIJCOSX wB97M-V def2-TZVPD def2/J DEFGRID3
* xyz 0 1
H 1.063 -2.649 0.187
C -0.238 0.400 0.213
C -1.689 -1.417 -0.216
H -1.719 0.718 1.729
H 0.551 3.007 -0.114
H 1.396 -0.794 -1.756
H -1.789 -1.967 0.714
N 0.434 -1.092 -1.647
H -1.814 -2.104 -1.049
H 1.550 -1.253 1.020
H -0.832 0.996 -0.484
C 0.026 -0.973 -0.288
H -2.468 -0.665 -0.309
H 1.197 2.263 -1.595
N 0.792 -1.761 0.585
C -0.645 0.564 1.662
C 1.320 2.310 -0.496
H -0.398 -0.301 2.273
H 2.303 2.772 -0.346
O 1.260 1.063 0.110
H -0.151 -0.555 -2.275
H -0.151 1.439 2.082
*
```

It is *S* that is the most stable of them.